{"formula": "C6H12O", "method": "ωB97M-V/def2-TZVPD", "symbols": ["C", "C", "O", "C", "C", "C", "C", "H", "H", "H", "H", "H", "H", "H", "H", "H", "H", "H", "H"], "positions_angstrom": [[2.4252, -0.0231, -0.3386], [1.1278, -0.3245, 0.4299], [1.3900, -0.6554, 1.7809], [0.3617, 0.9561, 0.2993], [-0.5151, 1.0008, -0.8761], [-1.5659, 0.4987, 0.1568], [-2.1591, -0.8783, -0.1110], [2.2480, 0.0328, -1.4185], [3.1442, -0.8206, -0.1362], [2.8583, 0.9265, -0.0037], [0.6733, -1.2267, -0.0091], [1.4165, 0.1883, 2.2530], [-1.0367, 0.4977, 1.1472], [-0.3605, 0.2730, -1.6840], [-0.7409, 1.9911, -1.2762], [-2.3231, 1.2691, 0.3203], [-1.3795, -1.6300, -0.2762], [-2.8009, -0.8668, -1.0002], [-2.7634, -1.2088, 0.7424]], "forces_ev_per_a": [[0.132, 0.049, -0.096], [-0.058, 0.057, -0.268], [0.021, 0.097, 0.156], [0.220, -0.095, -0.162], [0.050, 0.043, -0.047], [-0.347, -0.057, -0.112], [-0.030, -0.084, -0.022], [0.026, -0.014, 0.165], [-0.113, 0.073, -0.018], [-0.061, -0.143, -0.050], [-0.011, 0.205, 0.028], [0.007, -0.048, 0.005], [-0.107, -0.128, 0.198], [-0.030, 0.037, 0.167], [0.019, -0.183, 0.094], [0.157, -0.081, -0.048], [-0.133, 0.151, 0.038], [0.144, 0.046, 0.152], [0.116, 0.075, -0.179]], "lumo_ev": 1.105, "energy_ha": -310.91916, "relative_energy_ev": 3.813}